Entry 1:
DFT (ωB97M-V/def2-TZVPD) results for a 3-piece molecular cluster, C52H52N3O9S overall in a non-equilibrium geometry.

The calculation puts the total energy at -88492.715 eV. The strongest force on any atom comes out at 0.1313 hartree/bohr. For the LUMO energy, the calculation gives 0.63 eV. Its total charge is -1. Its energy relative to the best compared isomer or geometry (same formula, charge and spin) is 199.8 kcal per mole.

Geometry (Å):
1 C 10.619 0.655 -1.644
2 C 9.374 0.158 -0.737
3 C 9.691 0.246 0.862
4 C 9.246 -1.450 -1.034
5 C 7.956 0.784 -1.145
6 C 7.916 2.374 -1.348
7 C 8.885 3.219 -0.398
8 C 8.166 2.843 -2.893
9 C 6.379 2.821 -1.038
10 C 5.221 1.973 -1.682
11 C 3.717 2.324 -1.384
12 C 3.314 3.511 -0.479
13 O 1.987 3.889 -0.138
14 C 1.166 4.132 -1.312
15 C -0.257 3.373 -1.073
16 O -1.340 4.326 -1.135
17 C -2.483 3.879 -0.366
18 C -3.584 3.090 -1.259
19 C -5.098 3.344 -0.756
20 N -6.017 2.411 -1.479
21 C -7.347 3.016 -1.746
22 C -8.491 2.236 -0.921
23 S -8.060 0.426 -0.969
24 C -9.501 -0.485 -1.650
25 N -9.751 -0.982 -2.965
26 N -10.938 -1.632 -3.124
27 C -11.522 -1.585 -1.799
28 O -10.665 -0.901 -0.896
29 C -5.281 3.071 0.826
30 O -5.591 1.906 1.279
31 O -5.154 4.096 1.762
32 C 4.468 4.357 0.157
33 C 5.975 4.003 -0.127
34 H 11.260 -0.268 -1.924
35 H 10.315 1.166 -2.617
36 H 11.332 1.325 -1.027
37 H 8.706 0.399 1.441
38 H 10.273 -0.656 1.248
39 H 10.341 1.171 1.117
40 H 9.772 -2.090 -0.251
41 H 9.705 -1.738 -2.051
42 H 8.135 -1.724 -1.087
43 H 7.173 0.398 -0.390
44 H 7.657 0.299 -2.155
45 H 8.835 2.861 0.691
46 H 8.658 4.354 -0.403
47 H 10.003 3.148 -0.692
48 H 7.980 1.998 -3.638
49 H 9.265 3.163 -3.030
50 H 7.445 3.697 -3.191
51 H 5.407 1.068 -2.352
52 H 2.917 1.661 -1.853
53 H 0.936 5.258 -1.442
54 H 1.658 3.793 -2.291
55 H -0.201 2.911 -0.031
56 H -0.330 2.556 -1.888
57 H -2.226 3.236 0.543
58 H -3.017 4.834 0.010
59 H -3.480 3.391 -2.363
60 H -3.378 1.970 -1.154
61 H -5.372 4.456 -0.916
62 H -5.575 2.029 -2.324
63 H -7.546 2.930 -2.870
64 H -7.427 4.129 -1.478
65 H -9.509 2.433 -1.408
66 H -8.462 2.607 0.160
67 H -12.551 -2.028 -1.560
68 H 4.254 5.256 0.845
69 H 6.744 4.651 0.400
70 C -3.657 -6.690 4.523
71 C -4.499 -6.733 3.414
72 C -5.045 -5.558 2.908
73 C -4.759 -4.336 3.518
74 C -3.936 -4.296 4.642
75 C -3.375 -5.475 5.137
76 C -3.663 -3.012 5.329
77 O -2.939 -2.978 6.312
78 C -4.289 -1.776 4.811
79 C -4.089 -0.568 5.481
80 C -4.663 0.602 4.992
81 C -5.431 0.572 3.830
82 C -5.638 -0.631 3.163
83 C -5.076 -1.809 3.657
84 C -5.331 -3.088 2.961
85 O -6.006 -3.120 1.945
86 H -3.224 -7.607 4.912
87 H -4.729 -7.683 2.942
88 H -5.696 -5.597 2.041
89 H -2.723 -5.449 6.004
90 H -3.489 -0.536 6.385
91 H -4.509 1.540 5.517
92 H -5.872 1.486 3.445
93 H -6.241 -0.647 2.261
94 C 3.838 -3.805 -1.707
95 C 3.960 -2.417 -1.736
96 C 2.837 -1.616 -1.561
97 C 1.585 -2.200 -1.367
98 C 1.459 -3.590 -1.362
99 C 2.591 -4.391 -1.521
100 C 0.129 -4.223 -1.207
101 O 0.020 -5.438 -1.198
102 C -1.065 -3.360 -1.070
103 C -2.332 -3.940 -0.980
104 C -3.458 -3.135 -0.837
105 C -3.324 -1.749 -0.775
106 C -2.064 -1.167 -0.871
107 C -0.933 -1.971 -1.028
108 C 0.397 -1.339 -1.164
109 O 0.511 -0.126 -1.113
110 H 4.716 -4.430 -1.834
111 H 4.932 -1.960 -1.893
112 H 2.939 -0.536 -1.579
113 H 2.501 -5.473 -1.504
114 H -2.444 -5.019 -1.024
115 H -4.442 -3.588 -0.772
116 H -4.202 -1.122 -0.656
117 H -1.966 -0.087 -0.827



Entry 2:
DFT (ωB97M-V/def2-TZVPD) results for C52H53As2BBrN2NiO5S as an isolated structure in a non-equilibrium geometry.

The calculation puts the total energy at -312272.915 eV. The strongest force on any atom comes out at 0.0300 hartree/bohr. For the LUMO energy (spin up / spin down), the calculation gives -2.69 / -2.69 eV. Its total charge is +1. Its energy relative to the best compared isomer or geometry (same formula, charge and spin) is 15.2 kcal per mole.

Geometry (Å):
1 Ni 0.073 -0.210 0.103
2 C -2.877 -1.804 0.044
3 O -1.540 -1.819 -0.440
4 C -1.293 -2.580 -1.557
5 C -2.253 -3.256 -2.286
6 C -1.842 -4.010 -3.386
7 Br -3.149 -4.937 -4.382
8 C -0.518 -4.093 -3.752
9 C 0.453 -3.401 -3.021
10 C 0.051 -2.644 -1.933
11 O 0.901 -1.966 -1.101
12 C 1.863 -3.582 -3.399
13 N 2.323 -4.715 -3.849
14 C 3.676 -4.496 -4.048
15 C 4.663 -5.363 -4.519
16 C 5.948 -4.876 -4.616
17 C 6.263 -3.554 -4.253
18 C 5.302 -2.683 -3.781
19 C 4.008 -3.186 -3.686
20 N 2.826 -2.613 -3.253
21 H -3.217 -2.820 0.254
22 H -3.540 -1.317 -0.674
23 H -2.850 -1.224 0.969
24 H -3.299 -3.210 -2.030
25 H -0.199 -4.698 -4.587
26 H 1.751 -1.737 -1.521
27 H 4.416 -6.378 -4.796
28 H 6.736 -5.521 -4.978
29 H 7.285 -3.214 -4.348
30 H 5.543 -1.668 -3.500
31 H 2.701 -1.621 -3.087
32 C 2.264 0.931 2.756
33 C 0.862 1.529 2.924
34 As -0.638 0.351 2.466
35 C -0.788 -0.875 3.958
36 C 0.145 -0.930 4.982
37 C -0.031 -1.821 6.033
38 C -1.141 -2.647 6.067
39 C -2.082 -2.587 5.049
40 C -1.903 -1.707 3.996
41 C -2.160 1.483 2.871
42 C -3.230 1.588 1.994
43 C -4.313 2.402 2.302
44 C -4.330 3.105 3.495
45 C -3.274 2.984 4.388
46 C -2.196 2.169 4.082
47 As 2.315 -0.447 1.358
48 C 4.185 -0.567 0.868
49 C 5.174 0.228 1.434
50 C 6.500 0.068 1.046
51 C 6.837 -0.883 0.098
52 C 5.851 -1.682 -0.466
53 C 4.530 -1.522 -0.086
54 C 2.174 -2.068 2.422
55 C 3.111 -2.334 3.417
56 C 3.003 -3.480 4.186
57 C 1.965 -4.374 3.956
58 C 1.047 -4.126 2.949
59 C 1.153 -2.975 2.180
60 H 2.634 0.473 3.677
61 H 2.960 1.728 2.482
62 H 0.720 2.363 2.232
63 H 0.718 1.917 3.936
64 H 1.019 -0.294 4.974
65 H 0.703 -1.866 6.825
66 H -1.277 -3.336 6.889
67 H -2.953 -3.225 5.076
68 H -2.648 -1.663 3.208
69 H -3.236 1.035 1.066
70 H -5.136 2.484 1.607
71 H -5.170 3.741 3.736
72 H -3.293 3.519 5.327
73 H -1.390 2.063 4.800
74 H 4.932 0.973 2.181
75 H 7.266 0.688 1.491
76 H 7.869 -1.007 -0.199
77 H 6.109 -2.427 -1.207
78 H 3.772 -2.160 -0.528
79 H 3.937 -1.651 3.590
80 H 3.732 -3.681 4.959
81 H 1.882 -5.270 4.556
82 H 0.246 -4.827 2.760
83 H 0.428 -2.790 1.390
84 C -6.029 4.188 -3.203
85 C -5.160 5.179 -2.429
86 C -4.684 6.264 -3.402
87 C -6.016 5.819 -1.328
88 C -3.951 4.505 -1.785
89 C -3.043 5.288 -1.060
90 C -1.924 4.762 -0.426
91 C -1.738 3.403 -0.544
92 O -0.747 2.608 -0.001
93 B -1.084 1.297 -0.364
94 O -2.218 1.294 -1.173
95 C -2.622 2.616 -1.249
96 C -3.735 3.128 -1.880
97 H -6.861 4.719 -3.663
98 H -6.450 3.422 -2.551
99 H -5.472 3.696 -4.000
100 H -5.541 6.753 -3.864
101 H -4.070 5.836 -4.193
102 H -4.098 7.031 -2.898
103 H -6.923 6.240 -1.757
104 H -5.483 6.621 -0.821
105 H -6.305 5.080 -0.581
106 H -3.217 6.351 -0.980
107 H -1.245 5.383 0.139
108 H -4.402 2.476 -2.420
109 C 2.179 2.507 -1.595
110 S 1.420 0.905 -1.754
111 C 0.370 1.185 -3.170
112 O 2.488 -0.048 -2.195
113 H 2.502 2.840 -2.578
114 H 3.037 2.374 -0.940
115 H 1.465 3.193 -1.151
116 H -0.302 2.015 -2.973
117 H -0.212 0.278 -3.322
118 H 1.009 1.387 -4.027



Entry 3:
DFT (ωB97M-V/def2-TZVPD) results for C52H53BrCl2N3O8P2Rb as an isolated structure in a non-equilibrium geometry.

The calculation puts the total energy at -189955.417 eV. The strongest force on any atom comes out at 0.0207 hartree/bohr. For the LUMO energy, the calculation gives 2.73 eV. Its total charge is -2. Its energy relative to the best compared isomer or geometry (same formula, charge and spin) is 6.9 kcal per mole.

Geometry (Å):
1 Rb 0.590 0.951 0.004
2 C 2.694 -2.312 1.197
3 P 1.605 -3.774 1.560
4 C 2.703 -4.889 2.537
5 C 4.094 -4.818 2.583
6 C 4.828 -5.715 3.347
7 C 4.185 -6.703 4.079
8 C 2.800 -6.783 4.050
9 C 2.071 -5.877 3.292
10 C 1.648 -4.601 -0.090
11 C 0.678 -4.167 -0.999
12 C 0.646 -4.647 -2.300
13 C 1.574 -5.595 -2.711
14 C 2.526 -6.056 -1.811
15 C 2.565 -5.561 -0.512
16 C 2.648 -1.331 2.323
17 C 3.528 -1.181 3.388
18 C 2.968 -0.166 4.201
19 C 1.792 0.219 3.568
20 C 0.823 1.279 4.035
21 P -0.881 0.889 3.446
22 C -1.922 2.123 4.332
23 C -1.453 3.094 5.209
24 C -2.323 4.011 5.790
25 C -3.679 3.965 5.508
26 C -4.163 3.003 4.626
27 C -3.290 2.103 4.038
28 C -1.259 -0.623 4.439
29 C -1.771 -0.603 5.736
30 C -2.016 -1.787 6.419
31 C -1.742 -3.009 5.818
32 C -1.224 -3.038 4.530
33 C -0.992 -1.855 3.844
34 N 1.587 -0.490 2.427
35 H 2.260 -1.857 0.301
36 H 3.706 -2.622 0.939
37 H 4.615 -4.050 2.028
38 H 5.909 -5.638 3.375
39 H 4.760 -7.399 4.678
40 H 2.287 -7.541 4.630
41 H 0.988 -5.926 3.288
42 H -0.058 -3.434 -0.680
43 H -0.099 -4.273 -2.993
44 H 1.559 -5.968 -3.728
45 H 3.252 -6.797 -2.123
46 H 3.321 -5.924 0.174
47 H 4.445 -1.732 3.551
48 H 3.365 0.237 5.124
49 H 1.067 2.271 3.636
50 H 0.857 1.338 5.128
51 H -0.397 3.144 5.441
52 H -1.937 4.767 6.464
53 H -4.354 4.682 5.960
54 H -5.219 2.969 4.385
55 H -3.660 1.372 3.326
56 H -1.985 0.345 6.215
57 H -2.418 -1.757 7.426
58 H -1.928 -3.933 6.354
59 H -0.994 -3.983 4.051
60 H -0.565 -1.878 2.849
61 C -7.338 1.208 -4.016
62 C -6.313 0.065 -4.031
63 C -6.988 -1.185 -3.466
64 C -5.918 -0.228 -5.487
65 C -5.078 0.459 -3.225
66 C -4.619 -0.253 -2.123
67 C -3.498 0.174 -1.442
68 Br -2.926 -0.860 0.068
69 C -2.730 1.334 -1.756
70 O -1.745 1.703 -1.039
71 C -3.178 2.013 -2.946
72 C -4.323 1.575 -3.593
73 C -2.465 3.246 -3.538
74 C -1.069 3.533 -2.969
75 C -2.274 3.055 -5.054
76 C -3.336 4.489 -3.300
77 H -8.223 0.943 -4.604
78 H -6.915 2.124 -4.431
79 H -7.651 1.419 -2.991
80 H -7.867 -1.431 -4.067
81 H -7.313 -1.027 -2.435
82 H -6.312 -2.043 -3.484
83 H -6.795 -0.506 -6.082
84 H -5.199 -1.049 -5.523
85 H -5.452 0.642 -5.953
86 H -5.122 -1.145 -1.774
87 H -4.658 2.138 -4.459
88 H -0.413 2.668 -3.065
89 H -1.105 3.808 -1.919
90 H -0.631 4.364 -3.534
91 H -1.672 2.164 -5.247
92 H -1.752 3.921 -5.474
93 H -3.218 2.947 -5.589
94 H -3.467 4.654 -2.228
95 H -4.325 4.372 -3.749
96 H -2.862 5.378 -3.730
97 O -0.053 3.663 0.976
98 H -0.690 3.181 0.432
99 H 0.822 3.547 0.579
100 Cl 0.137 -0.778 -2.874
101 C 1.822 -1.339 -2.926
102 Cl 2.279 -1.903 -4.559
103 H 1.912 -2.187 -2.259
104 H 2.467 -0.514 -2.645
105 O 2.636 2.930 -0.362
106 C 3.372 2.141 -0.994
107 O 3.178 0.937 -1.262
108 C 4.681 2.738 -1.520
109 C 5.617 1.932 -2.148
110 C 6.789 2.494 -2.628
111 C 7.053 3.843 -2.502
112 C 6.109 4.627 -1.873
113 C 4.929 4.094 -1.378
114 N 6.378 6.069 -1.734
115 O 7.408 6.501 -2.221
116 O 5.513 6.759 -1.239
117 N 7.789 1.646 -3.299
118 O 7.586 0.451 -3.325
119 O 8.822 2.175 -3.667
120 H 5.417 0.875 -2.257
121 H 7.967 4.269 -2.883
122 H 4.196 4.715 -0.881



Q: Look up the total charge of the second one.
A: +1